Below is a structure of composition C31H24GeN5O4Ru, with properties calculated with ωB97M-V with the def2-TZVPD basis set.

Results
- HOMO level (spin up / spin down) (eV) = -14.0179 / -14.4855
- energy above the lowest of the compared OMol25 structures with the same formula, charge and spin (kJ/mol) = 0.0

```
! wB97M-V def2-TZVPD RIJCOSX def2/J DEFGRID3
* xyz 2 6
C -0.116 5.839 -0.828
N -1.621 0.611 -0.141
N 1.211 -3.564 -2.025
H -4.699 -0.018 0.944
C -2.599 2.208 4.907
H 4.762 1.954 4.026
C -0.044 -3.446 -2.579
O 0.528 1.536 -1.029
O -2.725 -1.166 2.634
C 0.436 4.930 0.057
C -2.588 0.109 0.608
H -2.450 3.503 1.191
H 4.867 2.718 -0.194
C 2.861 2.131 3.062
C 4.246 2.114 3.088
O -0.700 -0.778 1.733
C -1.493 5.911 -0.977
C 2.918 2.592 0.676
Ge 0.336 2.847 2.017
N 2.450 -1.112 0.425
H -3.403 5.134 -0.375
C -0.397 4.091 0.811
H 3.867 -0.235 1.792
H -2.748 0.615 6.332
C -3.132 1.778 -1.505
H -0.428 -4.154 -3.291
Ru 0.503 0.004 0.337
C 3.656 -1.024 1.091
H 0.666 0.470 3.789
C -2.039 -0.689 1.783
N 3.712 -2.786 -0.208
C -0.243 0.969 4.099
H -1.560 -1.891 -2.217
C -1.866 2.751 3.869
C -0.679 2.131 3.438
C -0.984 0.430 5.131
C -3.910 0.390 0.327
H -3.308 2.458 -2.327
H -2.197 3.679 3.419
H 0.528 6.488 -1.405
N 0.311 -1.761 -1.171
H 2.412 2.777 -0.263
H -3.507 2.694 5.238
O -0.500 2.852 -2.535
H -5.198 1.451 -1.025
H 5.443 -2.336 1.001
H 6.046 2.325 1.941
C -0.591 -2.324 -2.039
H -1.920 6.622 -1.672
C 4.964 2.327 1.917
C 2.523 -2.181 -0.345
C -2.330 5.075 -0.248
H 1.859 -4.307 -2.228
C 2.178 2.376 1.853
C 1.384 -2.531 -1.184
H 4.029 -3.618 -0.676
C 4.446 -2.058 0.708
C 4.302 2.552 0.714
C -0.539 2.031 -1.669
H 2.319 1.991 3.989
H -0.652 -0.475 5.622
C -4.173 1.219 -0.766
C -1.840 1.449 -1.137
C -2.164 1.045 5.529
H 1.512 4.885 0.171
C -1.791 4.169 0.646
*
```